Formula: C5H7NO2
Source: the Open Molecules 2025 dataset
Level of theory: ωB97M-V with the def2-TZVPD basis set

Last columns: bonded neighbours and bond lengths (Å).
Atoms and positions in Å:
1 N 0.17068 1.64479 1.17057  C2 1.453, H9 1.016, H10 1.040
2 C 0.19414 0.24743 0.77303  N1 1.453, C3 1.572, C6 1.482, O8 1.476
3 C 1.42717 -0.36312 0.01363  C2 1.572, C4 1.619, H11 1.115, H12 1.030
4 C 0.85075 -1.57216 -0.89638  C3 1.619, C5 1.365, H13 0.998
5 C -0.49755 -1.36785 -0.94576  C4 1.365, C6 1.497, H14 1.051
6 C -0.90249 -0.18213 -0.12620  C2 1.482, C5 1.497, O7 1.358, O8 1.398
7 O -1.86242 0.48855 -0.81404  C6 1.358, H15 1.029
8 O -1.03213 -0.42550 1.24431  C2 1.476, C6 1.398
9 H -0.45905 1.75420 1.96077  N1 1.016
10 H -0.14185 2.33139 0.45454  N1 1.040
11 H 2.21453 -0.58168 0.77246  C3 1.115
12 H 1.64352 0.45923 -0.56756  C3 1.030
13 H 1.58314 -1.94402 -1.46284  C4 0.998
14 H -1.35392 -1.81612 -1.35915  C5 1.051
15 H -1.83452 1.32699 -0.21738  O7 1.029

Calculated values
Energy above the lowest of the compared OMol25 structures with the same formula, charge and spin in kcal/mol: 87.53
Total charge: 0
HOMO-LUMO gap in eV: 9.81
HOMO energy in hartree: -0.336
SMILES: N[C@]12CC=C[C@@]1(O)O2

Want to see where the charge sits? The Mulliken charges in e are: atom 1 (N): -0.664, atom 2 (C): 0.473, atom 3 (C): -0.664, atom 4 (C): -0.636, atom 5 (C): -0.600, atom 6 (C): 0.604, atom 7 (O): -0.535, atom 8 (O): -0.509, atom 9 (H): 0.316, atom 10 (H): 0.234, atom 11 (H): 0.333, atom 12 (H): 0.364, atom 13 (H): 0.490, atom 14 (H): 0.438, atom 15 (H): 0.356